Computed, not measured: C6H10O2 in the gas phase, with ωB97M-V with the def2-TZVPD basis set.

Structure (XYZ):
```
18
Properties=species:S:1:pos:R:3:forces:R:3
C 1.51559 -1.33323 -0.09818 -1.9440 -2.3414 -0.3503
C 0.11092 -0.71884 -0.05852 -0.6494 -1.4164 -1.6488
C -2.14502 -0.26891 0.23163 5.2234 1.2823 2.3671
C -0.24235 1.46703 0.20391 1.3718 3.4723 -3.1966
C 1.16159 1.18174 0.00386 -0.7361 5.6915 2.3319
C 2.32202 0.13224 0.10686 -4.4451 -2.4993 -0.0234
H 1.66478 -1.80307 -1.05255 0.6961 -0.0014 -0.6342
H 1.27758 -2.34838 0.61108 2.0686 3.0112 -0.9349
H 0.10580 0.16881 -0.83744 0.1571 -4.1544 0.8356
H 0.25081 -0.46612 0.96336 -0.9653 1.0633 0.9804
H -2.13286 -0.10652 1.41283 -0.2192 -0.3003 -2.3287
H -3.14475 -0.34145 -0.12798 -0.3317 -0.3497 -0.7871
H -0.44828 2.53788 -0.10017 0.4290 -0.6998 1.3798
H 1.56092 2.29648 -0.01580 0.0177 -2.2544 0.1515
H 3.02290 0.46334 -0.60190 0.8562 -0.3584 -1.4274
H 2.84583 0.00696 1.00776 0.3352 0.7137 1.6607
O -1.21716 -1.32241 -0.08658 -0.5418 -0.7827 -0.3785
O -1.45025 0.92639 -0.36299 -1.3225 -0.0762 2.0029
```
Forces are in eV/Å.

The SMILES is C1=C\OCOCCC/1. The HOMO-LUMO gap is 9.227 eV. The multiplicity is 1. For the relative energy (zero: lowest compared OMol25 entry of this formula, charge and spin), the calculation gives 8.941 eV. As for the HOMO energy: -8.6 eV. The calculation puts the LUMO energy at 0.58 eV.